A structure of composition C40H33N4ORhS in a non-equilibrium geometry, computed with ωB97M-V with the def2-TZVPD basis set.

The value obtained for the LUMO energy (spin up / spin down) is -6.5 / -6.6 eV. As for the HOMO energy (spin up / spin down): -13.38 / -13.38 eV. As for the calculated total energy: -2346.57960 Eh. As for the total charge: +2. For the orbital gap (spin up / spin down), the calculation gives 6.884 / 6.809 eV.

```
80
Properties=species:S:1:pos:R:3:mulliken_charge:R:1
Rh 0.05813 0.47539 -1.40029 -0.73
S 1.00207 1.09910 2.08078 0.94
O 0.41642 0.19159 1.05842 -0.07
N 0.02619 2.58265 -0.64110 0.58
N -1.50986 1.10061 -3.02238 0.57
N 1.29040 -0.75633 -2.78545 0.34
N 2.10605 1.07752 -1.14307 0.32
C -1.23762 -2.06832 -0.42058 -0.03
C -2.54739 0.24755 -3.06604 1.18
C -3.59823 0.45624 -3.96318 -1.06
C 3.08807 0.31018 -1.65955 0.29
C -1.13014 4.36622 0.42398 -0.80
C 2.02853 -1.15844 3.32434 0.43
C -3.84887 -0.71202 2.41815 -0.46
C 3.69573 2.58475 -0.23377 -0.62
C 1.23441 4.15307 0.69132 -0.53
C 1.54268 -2.66448 5.14049 -0.75
C -2.06721 -3.17140 -0.57201 -0.59
C -3.55118 0.57946 2.00895 -0.82
C 1.20216 3.01584 -0.12376 0.41
C 0.77475 -1.67335 -3.60493 0.01
C 3.43534 -1.78794 -3.01626 -0.80
C -1.48133 2.15517 -3.82584 -0.42
C 2.43633 0.18143 2.83033 -1.49
C -1.09681 3.24536 -0.38129 -0.23
C -1.41438 -0.94304 -1.20650 1.45
C 0.06655 4.82689 0.97169 -0.86
C 4.71911 1.75556 -0.67019 -1.11
C -1.73932 -0.85282 3.54659 0.01
C -1.44543 0.45230 3.16319 0.00
C -2.94268 -1.42727 3.18555 -0.94
C -2.35233 1.15931 2.37544 0.17
C -3.10328 -3.12874 -1.49020 -1.08
C -2.45011 -0.90105 -2.16480 0.06
C 2.37452 2.22925 -0.48580 0.35
C 1.69322 -2.16023 2.41547 0.00
C 4.42071 0.62076 -1.41185 -0.76
C -3.29719 -2.00549 -2.27343 -0.83
C 1.53834 -2.67427 -4.17010 -1.03
C 1.28246 -3.40061 2.86565 -0.84
C 1.93928 -1.41860 4.69216 -0.29
C -3.56088 1.54203 -4.81602 -0.47
C 2.89682 -2.72878 -3.86696 -0.55
C -2.48473 2.41665 -4.74312 -0.98
C 2.61311 -0.78731 -2.49196 0.78
C -0.15648 1.06969 3.55141 -1.31
C 1.20380 -3.65318 4.23003 -0.53
H -1.03558 -1.40461 4.15048 0.32
H -4.25713 1.13472 1.41131 0.47
H 0.89087 -4.62263 4.58275 0.43
H 2.79364 0.83863 3.62140 0.55
H -1.89820 -4.06161 0.01372 0.54
H 1.02348 -4.17521 2.15832 0.47
H 4.47991 -1.82161 -2.75626 0.43
H -0.25425 2.11857 3.82691 0.61
H 2.17073 4.49511 1.09628 0.48
H 3.92536 3.49566 0.29428 0.51
H 1.76108 -1.95794 1.35572 0.44
H 0.07842 5.70399 1.59834 0.48
H -2.42139 3.27667 -5.38874 0.44
H -3.17765 -2.42794 3.51075 0.47
H 3.17637 0.12218 2.03384 0.37
H -4.42959 -0.22722 -4.00557 0.48
H -0.28004 -1.59224 -3.82728 0.41
H 0.33544 0.51479 4.34426 0.54
H -4.79210 -1.15699 2.14538 0.45
H -2.06045 4.87222 0.61955 0.51
H 5.74534 2.00327 -0.44974 0.47
H 1.08646 -3.39391 -4.83276 0.47
H -0.43802 -2.10039 0.30855 0.16
H -3.75965 -3.97706 -1.60667 0.43
H 3.52203 -3.49233 -4.29812 0.48
H -2.00297 2.86423 -0.83540 0.38
H -4.34981 1.69888 -5.53571 0.48
H -0.61472 2.80162 -3.74959 0.55
H 2.21886 -0.65706 5.40514 0.46
H -4.09611 -2.00168 -2.99715 0.41
H 5.21206 -0.00085 -1.79307 0.48
H -2.11954 2.17137 2.07442 0.50
H 1.49743 -2.86153 6.20116 0.41
```

=====

A structure of composition C40H34AsGeN2S4SbV, computed with ωB97M-V with the def2-TZVPD basis set.

Its expectation value of S² is 0.818. The value obtained for the LUMO energy (spin up / spin down) is -1.0 / -0.5 eV. As for the HOMO energy (spin up / spin down): -7.74 / -7.78 eV. As for the calculated total energy: -8743.93889 Eh. As for the spin multiplicity: 2. For the orbital gap (spin up / spin down), the calculation gives 6.779 / 7.271 eV. The energy above the lowest of the compared OMol25 structures with the same formula, charge and spin comes out at 0.0 kJ/mol.

```
84
Properties=species:S:1:pos:R:3:mulliken_charge:R:1
Sb 1.21704 -1.67783 3.65627 0.68
As 1.41805 2.13678 1.60229 0.15
Ge -1.20506 -2.58016 0.01892 1.36
V 0.01398 -0.49837 1.11498 1.24
S 1.88718 -1.53100 1.19219 -0.54
S 0.84228 -3.79624 4.15114 -0.55
S -1.00755 -0.61107 3.01457 -0.65
S 2.43403 -0.14152 4.68256 -0.50
N -0.68503 1.40529 -2.56860 1.03
N -0.56473 0.63936 -0.52372 1.08
C -0.78416 5.43543 -0.91395 -0.87
C 3.94769 2.27368 -2.33175 -0.74
C 3.71218 1.35207 -0.11909 -0.65
C -1.74470 -2.19964 -4.20595 -0.65
C -1.27850 -2.57394 -2.95146 -0.27
C -2.80868 -1.31464 -4.32070 -0.76
C 1.18198 -4.00741 -0.95764 0.11
C -3.39751 -0.80593 -3.17007 -0.75
C -0.39688 1.56842 -3.98359 -0.93
C 4.38737 1.41361 -1.33122 -0.75
C 2.61180 2.17131 0.08703 0.24
C -0.38579 -5.39044 0.19227 -0.32
C 2.33888 3.13695 2.97691 0.42
C 0.42902 -6.49447 -0.02636 -0.72
C 1.99506 -5.10464 -1.19168 -0.88
C -1.29012 5.17405 0.35494 -0.65
C -2.62924 -3.60832 2.33990 0.21
C -0.67707 4.23108 1.16874 -0.51
C 3.54221 4.55905 5.03172 -0.48
C -1.70079 2.00105 -1.86157 -0.75
C 0.44440 3.56082 0.70886 -0.01
C 2.16179 3.03775 -0.91670 0.49
C -0.03487 0.58755 -1.73227 -1.25
C 1.72031 3.21919 4.22057 -0.30
C -4.91657 -4.34428 2.43140 -0.47
C -3.68873 -4.14949 3.05093 -0.80
C 0.33935 4.76670 -1.37532 -0.52
C -0.02451 -4.12642 -0.26776 0.17
C 0.96403 3.82548 -0.56291 0.52
C 3.56381 3.75518 2.76517 -0.21
C 2.31771 3.94008 5.24260 -0.67
C -4.00184 -3.47155 0.38505 -0.04
C -1.61471 1.52461 -0.59332 -1.08
C 4.16621 4.46177 3.79749 -0.72
C -1.85331 -2.07139 -1.78388 -0.51
C -2.76866 -3.25761 0.99537 -0.14
C -2.91915 -1.18092 -1.92203 0.11
C -5.06977 -4.00557 1.09598 -0.70
C 1.62014 -6.35649 -0.72131 -0.49
C 2.83828 3.08221 -2.13246 -0.34
H 4.01484 5.10913 5.83531 0.37
H -1.26472 6.17495 -1.54218 0.42
H 5.25373 0.78681 -1.49933 0.44
H 0.81795 -0.00436 -2.02501 0.11
H 4.03730 0.66633 0.65323 0.60
H 0.67578 1.69117 -4.12199 0.30
H 1.51137 -3.03564 -1.31369 0.43
H 4.47900 2.31591 -3.27441 0.42
H -0.90294 2.46310 -4.33701 0.34
H -0.75750 0.70204 -4.53463 0.23
H -5.74625 -4.76359 2.98694 0.36
H -2.21959 1.75594 0.26623 0.45
H -1.07882 4.02812 2.15481 0.51
H -4.14221 -3.23718 -0.66372 0.33
H -2.16096 5.71039 0.71009 0.42
H 0.12954 -7.46326 0.35367 0.40
H 2.92660 -4.98207 -1.73078 0.41
H -6.02013 -4.16152 0.60006 0.39
H -3.18594 -1.03592 -5.29727 0.38
H 4.05132 3.68925 1.80045 0.36
H -1.31318 -5.52850 0.73575 0.31
H -1.67978 -3.47038 2.84564 0.02
H 2.51094 3.74998 -2.92083 0.43
H 0.72878 4.98906 -2.36200 0.43
H -3.55197 -4.41780 4.09132 0.44
H -1.28719 -2.61819 -5.09458 0.42
H -0.46719 -3.28979 -2.88837 0.35
H 2.25699 -7.21544 -0.89118 0.37
H 0.79002 2.69492 4.40563 0.43
H 1.83643 3.99805 6.21024 0.40
H -4.23790 -0.12531 -3.24242 0.46
H -3.40249 -0.77685 -1.03801 0.62
H -2.37403 2.70410 -2.31856 0.57
H 5.12535 4.93643 3.63407 0.40
```